Version 1
A cluster of 2 separate species, C4H11N3O2 in total. Source: the OMol25 dataset; level of theory: ωB97M-V/def2-TZVPD.

```
20
Properties=species:S:1:pos:R:3
C 2.64133 0.60920 2.85857
C 0.83215 0.77701 1.26841
N 1.66659 1.10446 0.34240
N 1.22689 0.38649 2.46995
N -0.53550 0.65036 0.97969
H -0.76610 -0.60638 -4.50065
H 1.43501 1.05971 -0.65489
H 0.65413 0.53534 3.29975
H -1.01153 1.51607 0.77770
H -0.82452 -0.12571 0.38475
H 2.69428 0.71193 3.93608
H 3.04435 1.43231 2.26097
H 3.21600 -0.29979 2.68389
C -2.59484 -1.19081 -1.96832
C -1.30365 -0.97889 -2.67127
O -1.56471 -0.86078 -4.02249
O -0.16341 -0.99415 -2.30652
H -2.41942 -1.94512 -1.19345
H -3.37953 -1.37066 -2.69096
H -2.84753 -0.41056 -1.25362
```

Results
lowest unoccupied orbital energy (alpha / beta) = -3.46 / -8.00 eV
⟨S²⟩ = 0.76
net charge = +1
spin multiplicity = 2
HOMO level (alpha / beta) = -13.91 / -13.91 eV
orbital gap (alpha / beta) = 10.45 / 5.90 eV

***

Version 2
A cluster of 2 separate species, C4H11N3O2 in total. Source: the OMol25 dataset; level of theory: ωB97M-V/def2-TZVPD.

```
20
Properties=species:S:1:pos:R:3
C 1.88735 -0.73186 3.24466
C 1.03329 -0.31990 2.05981
O 1.48271 0.77250 1.39813
O -0.07274 -0.76027 1.82112
H 1.36015 -0.30907 4.04700
H 2.81176 -0.13816 3.35150
H 1.97922 -1.80134 3.38130
C 0.44786 1.39312 -2.35860
C -1.39111 -0.07216 -1.31565
N -0.54148 1.02312 -1.34098
N -1.47078 -1.06868 -2.24437
N -2.31939 -0.12289 -0.26791
H 1.00237 1.12051 0.53663
H 1.18479 0.59965 -2.56899
H 1.10139 2.31918 -1.96215
H -1.92916 -0.81833 -3.17504
H -1.70761 -2.08335 -1.98460
H -2.29034 0.54585 0.47285
H -2.47538 -1.09214 0.18016
H -0.09288 1.54424 -3.27489
```

Results
lowest unoccupied orbital energy (alpha / beta) = -4.18 / -7.81 eV
⟨S²⟩ = 0.77
net charge = +1
spin multiplicity = 2
HOMO level (alpha / beta) = -13.63 / -13.62 eV
orbital gap (alpha / beta) = 9.45 / 5.81 eV

***

version 1 has the most favorable energy; the next structure is 59.8 kJ/mol above.

***

Version 1
An isolated molecule of C2H4OS3. Source: the OMol25 dataset; level of theory: ωB97M-V/def2-TZVPD.

```
10
Properties=species:S:1:pos:R:3
C -0.19323 -0.47993 0.37586
C -1.23874 0.71597 0.21533
O 1.44049 0.74643 -1.51288
S 2.05644 -2.08932 -1.08477
S 1.27658 0.00243 1.36792
S 1.25712 -0.39196 -0.65562
H -0.49689 -1.38322 0.79652
H -0.43144 1.33295 -0.30192
H -1.59051 1.07622 1.18820
H -2.07981 0.47045 -0.38865
```

Results
lowest unoccupied orbital energy = -0.32 eV
HOMO level = -9.27 eV
orbital gap = 8.96 eV
structure (SMILES) = C[C@@H]1S[S@@]1(=O)=S

***

Version 2
A cluster of 2 separate species, C2H4OS3 in total. Source: the OMol25 dataset; level of theory: ωB97M-V/def2-TZVPD.

```
10
Properties=species:S:1:pos:R:3
C 0.52702 -0.69338 0.37871
C -0.40437 -0.31174 -1.75118
O -1.52189 0.54545 1.43733
S 1.69647 -1.67420 0.45208
S 0.83137 2.21544 0.97462
S -0.10411 0.62598 1.37248
H -0.72741 -1.31713 -2.09791
H 0.57635 0.05710 -2.06399
H -1.04587 0.48148 -1.24818
H 0.17244 0.07100 2.54604
```

Results
lowest unoccupied orbital energy (alpha / beta) = -1.18 / -1.18 eV
HOMO level (alpha / beta) = -8.40 / -8.40 eV
orbital gap (alpha / beta) = 7.22 / 7.22 eV

***

version 1 has the most favorable energy; the next structure is 293.3 kJ/mol above.

***

Version 1
A structure of composition C36H42N7O2PSbSe2V. Source: the OMol25 dataset; level of theory: ωB97M-V/def2-TZVPD.

```
92
Properties=species:S:1:pos:R:3
V 0.48161 1.52731 -0.94916
C -2.79701 1.83227 -2.83700
C -1.81183 2.87332 -3.26923
C -2.12137 3.69331 -4.35095
C -1.26792 4.70568 -4.72697
C -0.11455 4.90100 -3.98378
C 0.15668 4.03420 -2.94305
N -0.65359 3.00734 -2.58988
Sb 1.90272 4.44180 -1.79286
C 0.97113 3.99325 0.11566
C 1.28462 4.87417 1.12793
C 0.60218 4.79175 2.33459
C -0.41586 3.87470 2.46024
C -0.71247 3.00398 1.41991
C -1.78952 1.98694 1.56609
N 0.01015 3.04460 0.27772
C 2.81322 2.54168 -2.27795
C 4.06502 2.65752 -2.83711
C 4.76824 1.50135 -3.15836
C 4.19720 0.28164 -2.87838
C 2.94234 0.19722 -2.28542
C 2.40978 -1.14679 -1.89675
N 2.24924 1.33173 -2.01199
H -3.77952 2.04596 -3.25457
H -2.88015 1.79168 -1.75674
H -2.49689 0.84644 -3.19343
H -3.05340 3.53523 -4.87879
H -1.50408 5.34750 -5.56759
H 0.55620 5.72132 -4.20414
H 2.05662 5.61728 0.97833
H 0.85823 5.45079 3.15690
H -0.99579 3.80787 3.37190
H -2.51496 2.31436 2.30969
H -1.36797 1.02922 1.89205
H -2.29837 1.80019 0.62886
H 4.48677 3.63402 -3.02650
H 5.75419 1.56105 -3.60412
H 4.72412 -0.63887 -3.09371
H 2.81992 -1.41294 -0.92156
H 2.73744 -1.89366 -2.61941
H 1.32777 -1.17044 -1.83674
N -0.22979 -1.45790 -3.10273
C -1.36698 -1.79738 -2.24979
C -2.57000 -2.26367 -3.10410
C -3.90988 -2.67171 -2.48131
C -3.85759 -3.83997 -1.49662
N -3.68083 -3.36834 -0.11696
C -3.90214 -4.12044 0.94456
N -4.20110 -5.41232 0.79366
N -3.88292 -3.58757 2.17087
C -1.68922 -0.65566 -1.28491
O -2.72693 -0.62370 -0.67892
O -0.75336 0.29211 -1.13702
H -0.50261 -0.79329 -3.81518
H 0.11398 -2.27825 -3.58426
H -1.04101 -2.60925 -1.59062
H -2.19986 -3.11519 -3.67980
H -2.77375 -1.47600 -3.83276
H -4.56313 -2.97725 -3.29897
H -4.38708 -1.81919 -2.00526
H -3.04804 -4.53017 -1.75643
H -4.79850 -4.38780 -1.55851
H -3.42161 -2.39312 -0.00286
H -4.13425 -5.85774 -0.10383
H -4.36868 -5.99990 1.59194
H -3.50103 -2.66035 2.29070
H -3.87084 -4.18581 2.97817
Se 1.90051 0.76012 0.93989
P 1.21406 -0.92970 2.20700
Se -0.43597 -2.07175 1.51497
C 2.70489 -1.95143 2.35642
C 3.92634 -1.35544 2.69183
C 5.05502 -2.13861 2.87688
C 4.97825 -3.51800 2.71335
C 3.77432 -4.10959 2.36149
C 2.63366 -3.33067 2.19034
C 0.90350 -0.19223 3.84619
C -0.17118 -0.64491 4.60579
C -0.43174 -0.09110 5.85561
C 0.39104 0.90364 6.36058
C 1.47047 1.35770 5.61025
C 1.72019 0.82431 4.35390
H 4.00036 -0.28065 2.80036
H 5.99529 -1.67419 3.15135
H 5.86064 -4.13019 2.86325
H 3.71779 -5.18338 2.22262
H 1.68889 -3.79176 1.93673
H -0.79902 -1.43456 4.21628
H -1.27902 -0.44044 6.43469
H 0.19223 1.32930 7.33714
H 2.11885 2.13167 6.00485
H 2.53766 1.21475 3.76546
```

Results
lowest unoccupied orbital energy (alpha / beta) = -5.04 / -5.16 eV
⟨S²⟩ = 2.02
net charge = +2
spin multiplicity = 3
HOMO level (alpha / beta) = -12.14 / -12.17 eV
orbital gap (alpha / beta) = 7.10 / 7.01 eV

***

Version 2
A structure of composition C36H42N7O2PSbSe2V. Source: the OMol25 dataset; level of theory: ωB97M-V/def2-TZVPD.

```
92
Properties=species:S:1:pos:R:3
V -0.03323 0.01846 -0.13512
C 0.04446 0.25209 3.53150
C -1.28985 0.06142 2.86913
C -2.37804 -0.08276 3.72659
C -3.65042 -0.22312 3.22933
C -3.80707 -0.23638 1.85269
C -2.69876 -0.10355 1.03707
N -1.44718 0.05921 1.52635
Sb -3.28511 -0.22487 -1.03081
C -1.75450 -1.45056 -1.92695
C -2.31630 -2.38728 -2.77018
C -1.48697 -3.24621 -3.47646
C -0.13093 -3.10993 -3.31367
C 0.39788 -2.14885 -2.45160
C 1.89179 -2.09248 -2.35391
N -0.41821 -1.32726 -1.75305
C -2.37148 1.60587 -1.64483
C -3.19844 2.49971 -2.30037
C -2.64607 3.64407 -2.85172
C -1.28332 3.80895 -2.75040
C -0.49374 2.87180 -2.08307
C 0.99134 3.11108 -2.09913
N -1.04083 1.78203 -1.49558
H 0.08528 -0.36810 4.42683
H 0.15429 1.28938 3.86644
H 0.87382 -0.03761 2.89605
H -2.19327 -0.08853 4.79187
H -4.50086 -0.33327 3.88903
H -4.78864 -0.36691 1.41641
H -3.39138 -2.45576 -2.87138
H -1.89727 -3.99551 -4.14024
H 0.55730 -3.74558 -3.85300
H 2.31258 -2.35405 -3.32411
H 2.22676 -2.83755 -1.62942
H 2.25766 -1.11951 -2.05451
H -4.25817 2.29832 -2.38578
H -3.25943 4.37211 -3.36567
H -0.80182 4.66689 -3.19752
H 1.19891 4.02170 -2.65520
H 1.51604 2.28551 -2.57363
H 1.42351 3.24849 -1.10783
N 0.74959 1.77478 0.98448
C 2.21548 1.61869 1.00599
C 3.01417 2.80565 1.52767
C 4.51443 2.53079 1.69899
C 4.87102 1.28657 2.52058
N 4.67464 0.00401 1.83253
C 5.38928 -0.43705 0.80296
N 5.00015 -1.54960 0.17596
N 6.51117 0.17544 0.43723
C 2.59364 1.11874 -0.39246
O 3.71236 1.20588 -0.84879
O 1.58690 0.56820 -1.00564
H 0.47275 2.58724 0.43963
H 0.39265 1.91656 1.92128
H 2.38277 0.77231 1.67208
H 2.59195 3.09022 2.49708
H 2.88831 3.66666 0.86557
H 4.95557 3.38722 2.21233
H 4.97886 2.47216 0.71663
H 4.26891 1.23468 3.42832
H 5.90727 1.34603 2.86143
H 3.88447 -0.57091 2.09153
H 4.04918 -1.88078 0.29479
H 5.50273 -1.87480 -0.63183
H 6.82142 1.00979 0.90177
H 6.97426 -0.07306 -0.41970
Se 1.50536 -1.69373 0.99619
P 0.22897 -3.37359 1.73789
Se -1.68510 -3.44953 0.85087
C 1.22807 -4.85235 1.40999
C 0.59902 -6.01120 0.97015
C 1.34198 -7.16538 0.75958
C 2.70876 -7.16576 0.98561
C 3.34204 -6.00804 1.42250
C 2.60604 -4.85485 1.63220
C 0.17052 -3.17808 3.54741
C -1.04434 -3.29174 4.21280
C -1.09541 -3.15540 5.59509
C 0.06422 -2.91388 6.31532
C 1.28393 -2.81287 5.65402
C 1.33622 -2.94215 4.27699
H -0.46840 -6.00685 0.79195
H 0.84760 -8.06526 0.41939
H 3.28448 -8.06702 0.82264
H 4.40912 -6.00841 1.60213
H 3.11068 -3.95629 1.96597
H -1.94534 -3.48933 3.64572
H -2.04264 -3.25444 6.10943
H 0.02410 -2.81844 7.39239
H 2.19265 -2.64175 6.21606
H 2.28923 -2.85390 3.77046
```

Results
lowest unoccupied orbital energy (alpha / beta) = -5.64 / -5.05 eV
⟨S²⟩ = 2.02
net charge = +2
spin multiplicity = 3
HOMO level (alpha / beta) = -12.44 / -12.44 eV
orbital gap (alpha / beta) = 6.80 / 7.39 eV

***

version 2 has the most favorable energy; the next structure is 83.7 kJ/mol above.

***

Version 1
The ion C9H13N2 with charge +1. Source: the OMol25 dataset; level of theory: ωB97M-V/def2-TZVPD.

```
24
Properties=species:S:1:pos:R:3
C -0.99127 -0.70299 -0.65143
C 0.07275 -1.40337 -0.19314
C -0.68790 1.52737 -0.07939
C 1.52506 0.55510 -0.17574
C -2.39738 -0.18028 -0.72655
C -1.16378 0.66147 -1.19194
C 0.26130 -2.70512 0.60531
C -1.64734 1.92342 0.97874
C 2.87617 0.97603 -0.61983
N 0.60686 1.49193 0.01740
N 1.30404 -0.74865 -0.10696
H -3.00997 -0.73519 -1.43518
H -2.90329 -0.02093 0.30254
H -1.06592 0.76746 -2.18203
H 0.99595 -3.35652 0.10148
H -0.62201 -3.45877 0.53724
H 0.43806 -2.54768 1.58998
H -2.19633 1.07553 1.31110
H -2.18456 2.79629 0.59421
H -1.08215 2.25138 1.87839
H 2.95016 0.98020 -1.80408
H 3.73542 0.43962 -0.21072
H 3.21374 1.90154 -0.25016
H 2.07266 -1.30971 0.20726
```

Results
lowest unoccupied orbital energy = -4.20 eV
net charge = +1
HOMO level = -13.29 eV
orbital gap = 9.09 eV
structure (SMILES) = CC1=NC(C)=[NH+]C(C)=C2C[C@@H]12

***

Version 2
A cluster of 2 separate species, C9H13N2 in total. Source: the OMol25 dataset; level of theory: ωB97M-V/def2-TZVPD.

```
24
Properties=species:S:1:pos:R:3
C 4.67406 0.64627 -0.23667
C 3.59518 1.49340 0.09328
C 4.50965 -0.74302 0.00228
C 2.32351 0.95382 0.32193
C 3.23887 -1.28625 -0.01173
C 2.11343 -0.44931 0.19842
C 0.86484 -1.17885 0.32627
C -0.24949 -0.75632 -0.24308
C -3.05613 0.57658 -0.09126
N -2.42987 -0.72381 -0.25699
N -4.42426 0.21228 0.28473
H 5.67109 1.13854 -0.44063
H 3.62497 2.62583 0.11073
H 5.43380 -1.44128 -0.06317
H 1.67831 1.74585 0.55905
H 2.97290 -2.37217 -0.01477
H 0.77240 -2.01093 1.00634
H -0.19291 0.11186 -0.87472
H -2.62726 -1.14843 0.65489
H -3.14835 1.00531 -0.99345
H -2.64109 1.18785 0.70494
H -2.69696 -1.35566 -0.97433
H -5.16559 0.29175 -0.36637
H -4.63763 0.50706 1.23261
```

Results
lowest unoccupied orbital energy = -5.38 eV
net charge = +1
HOMO level = -12.39 eV
orbital gap = 7.02 eV

***

version 1 has the most favorable energy; the next structure is 132.7 kJ/mol above.